Below is C29H30AuGeN5OP as an isolated structure in a non-equilibrium geometry, with properties calculated with ωB97M-V/def2-TZVPD.

Element x y z (Å)
Au: 0.62 0.05 0.53
O: -1.69 -1.91 1.00
C: -1.18 -0.98 0.20
C: -1.95 -0.65 -0.94
C: -3.16 -1.32 -1.24
C: -3.88 -1.01 -2.37
C: -3.45 -0.01 -3.24
C: -2.27 0.66 -2.98
C: -1.52 0.34 -1.86
P: -0.01 1.25 -1.54
C: 0.97 1.11 -3.05
C: 0.99 -0.14 -3.67
C: 1.85 -0.38 -4.72
C: 2.70 0.62 -5.17
C: 2.68 1.87 -4.56
C: 1.84 2.11 -3.49
C: -0.54 2.95 -1.24
C: -0.91 3.24 0.07
C: -1.30 4.52 0.41
C: -1.32 5.51 -0.55
C: -0.96 5.22 -1.86
C: -0.57 3.95 -2.22
H: -3.50 -2.08 -0.55
H: -4.80 -1.54 -2.58
H: -4.03 0.23 -4.12
H: -1.93 1.43 -3.65
H: 0.32 -0.92 -3.32
H: 1.87 -1.35 -5.20
H: 3.37 0.44 -5.99
H: 3.34 2.65 -4.91
H: 1.85 3.08 -3.01
H: -0.88 2.45 0.81
H: -1.58 4.74 1.43
H: -1.60 6.52 -0.28
H: -0.99 6.00 -2.61
H: -0.31 3.73 -3.24
N: 3.13 -1.50 4.05
C: 2.01 -1.72 3.35
N: 1.91 -0.83 2.39
C: 3.03 -0.06 2.53
N: 3.79 -0.46 3.54
C: 3.31 1.06 1.68
C: 4.48 1.82 1.81
N: 4.74 2.85 1.03
C: 3.83 3.14 0.10
C: 2.67 2.41 -0.04
N: 2.40 1.36 0.74
H: 3.50 -1.99 4.84
H: 1.30 -2.49 3.58
H: 5.20 1.58 2.57
H: 4.05 3.98 -0.55
H: 1.93 2.66 -0.79
C: -0.97 -4.07 4.75
Ge: -1.85 -3.93 2.97
C: -1.60 -5.56 1.87
C: -3.79 -3.55 3.11
C: -0.90 -2.39 2.07
H: -1.53 -4.72 5.40
H: -0.91 -3.09 5.23
H: 0.04 -4.47 4.66
H: -2.04 -6.40 2.38
H: -0.55 -5.78 1.68
H: -2.10 -5.44 0.91
H: -4.28 -4.37 3.63
H: -4.22 -3.48 2.11
H: -4.00 -2.63 3.65
H: 0.07 -2.70 1.68
H: -0.73 -1.57 2.78

Output
Electronic energy = -4025.792833 Ha
Charge = +1
Relative energy (zero: lowest compared OMol25 entry of this formula, charge and spin) = 55.9 kcal/mol
HOMO = -8.69 eV
HOMO-LUMO gap = 4.857 eV
Multiplicity = 1

Löwdin atomic charge list, values in e, 4 entries: 0.7573, -0.1439, -0.1808, -0.2173

---

Below is one molecule with the formula C6H12O2 in a non-equilibrium geometry, with properties calculated with ωB97M-V/def2-TZVPD.

Element x y z (Å)
C: -2.09 -0.06 -1.79
C: -0.62 0.41 -1.80
C: -0.09 0.96 -0.43
C: -0.43 0.04 0.80
C: 0.72 -0.86 1.19
C: 1.96 -0.13 1.71
O: 2.28 1.00 1.51
O: 2.68 -0.98 2.48
H: -2.19 -1.02 -1.27
H: -2.36 -0.32 -2.81
H: -2.78 0.67 -1.36
H: -0.58 1.32 -2.40
H: -0.05 -0.44 -2.14
H: 0.99 0.91 -0.47
H: -0.46 1.98 -0.36
H: -0.71 0.70 1.62
H: -1.27 -0.57 0.50
H: 1.04 -1.43 0.32
H: 0.50 -1.66 1.89
H: 3.47 -0.51 2.80

Output
Electronic energy = -386.302280 Ha
Charge = 0
Relative energy (zero: lowest compared OMol25 entry of this formula, charge and spin) = 11.2 kcal/mol
HOMO = -10.37 eV
HOMO-LUMO gap = 11.162 eV
Multiplicity = 1

Löwdin atomic charge list, values in e, 4 entries: -0.1271, -0.2451, -0.1822, -0.1802

---

Below is a 2-piece molecular cluster, C5H12N4OS overall in a non-equilibrium geometry, with properties calculated with ωB97M-V/def2-TZVPD.

Element x y z (Å)
C: 2.19 -0.23 -0.32
C: -2.28 -0.40 -0.81
C: -1.01 -1.19 -1.15
C: -1.80 0.61 0.34
C: 0.00 -0.86 -0.08
N: -0.35 0.48 0.36
N: 1.93 1.00 0.19
N: 1.32 -1.11 -0.46
N: 3.48 -0.57 -0.60
O: 0.38 1.63 -1.85
S: 0.48 1.77 -0.43
H: -2.49 0.15 -1.71
H: -2.97 -1.07 -0.45
H: -1.07 -2.19 -1.25
H: -0.57 -0.78 -2.14
H: -2.09 1.65 0.33
H: -2.25 0.24 1.25
H: -1.64 1.32 4.47
H: -0.17 -1.62 0.73
H: 2.71 1.65 0.37
H: 4.07 -0.01 0.17
H: 3.66 -1.59 -0.70
H: -1.52 1.13 3.74

Output
Electronic energy = -890.072545 Ha
Charge = 0
Relative energy (zero: lowest compared OMol25 entry of this formula, charge and spin) = 0.0 kcal/mol
HOMO = -8.51 eV
HOMO-LUMO gap = 9.007 eV
Multiplicity = 1

Löwdin atomic charge list, values in e, 4 entries: -0.6266, -0.1107, -0.1493, -0.1896